(1)
Entry from OMol25: an isolated molecule of C20H31N5O3S (the ωB97M-V functional and the def2-TZVPD basis).

Output
**Total charge**: 0
**Structure (SMILES)**: CCN(CC)CCNC(=O)CCCNC(=O)Cn1cnc2sc(C)c(C)c2c1=O
**Gap between HOMO and LUMO**: 8.77 eV

Each line ends with the Löwdin charge.
CARTESIAN COORDINATES (ANGSTROEM)
1 C 1.7398 5.2975 0.8896  -0.09
2 C 0.4030 4.6562 0.5308  -0.27
3 N 0.5411 3.2404 0.2478  -0.19
4 C 0.8642 2.4160 1.4044  -0.23
5 C 2.3191 1.9495 1.3548  -0.06
6 C -0.5005 2.7056 -0.5957  -0.19
7 C -1.9330 2.8283 -0.0335  -0.15
8 N -2.8633 2.0397 -0.8065  0.08
9 C -3.5912 1.0404 -0.2863  -0.48
10 O -3.5889 0.7808 0.9089  0.02
11 C -4.4534 0.2906 -1.2906  -0.09
12 C -3.8242 -1.0380 -1.7435  -0.16
13 C -4.0583 -2.1837 -0.7517  -0.17
14 N -3.3464 -1.9454 0.4821  0.08
15 C -2.1194 -2.4537 0.6764  -0.49
16 O -1.6544 -3.4071 0.0893  0.08
17 C -1.3292 -1.7400 1.7948  -0.02
18 N 0.0543 -1.6672 1.3806  0.03
19 C 1.0465 -2.2250 2.1078  -0.12
20 N 2.2918 -2.2338 1.7836  0.08
21 C 2.5897 -1.6647 0.6003  -0.54
22 S 4.1936 -1.5791 -0.0234  1.11
23 C 3.6150 -0.7709 -1.4586  -0.53
24 C 4.5713 -0.3676 -2.5249  -0.10
25 C 2.2656 -0.5808 -1.4526  -0.27
26 C 1.5204 0.0855 -2.5611  -0.02
27 C 1.6634 -1.0860 -0.2626  -0.12
28 C 0.2805 -1.0653 0.1334  -0.35
29 O -0.6559 -0.5741 -0.4798  0.05
30 H 2.1024 4.9362 1.8477  0.06
31 H 1.6239 6.3769 0.9533  0.07
32 H 2.4772 5.0668 0.1260  0.08
33 H -0.3172 4.8490 1.3457  0.12
34 H 0.0208 5.1345 -0.3751  0.12
35 H 0.2191 1.5327 1.4166  0.10
36 H 0.6832 2.9656 2.3367  0.12
37 H 2.5133 1.4633 0.4032  0.06
38 H 3.0015 2.7877 1.4532  0.06
39 H 2.5165 1.2417 2.1572  0.07
40 H -0.4524 3.2215 -1.5616  0.12
41 H -0.2938 1.6473 -0.7640  0.09
42 H -2.2571 3.8750 -0.0349  0.12
43 H -1.9717 2.4495 0.9900  0.12
44 H -2.8389 2.1643 -1.8063  0.15
45 H -5.4197 0.0897 -0.8223  0.12
46 H -4.6204 0.9265 -2.1616  0.11
47 H -2.7477 -0.9100 -1.8714  0.11
48 H -4.2564 -1.3221 -2.7044  0.11
49 H -3.6822 -3.1194 -1.1715  0.12
50 H -5.1252 -2.2887 -0.5325  0.12
51 H -3.5719 -1.0584 0.9282  0.09
52 H -1.4000 -2.3059 2.7245  0.14
53 H -1.7248 -0.7302 1.9364  0.12
54 H 0.7667 -2.6898 3.0431  0.14
55 H 4.5038 0.7045 -2.7098  0.09
56 H 4.3422 -0.8833 -3.4580  0.08
57 H 5.5889 -0.6112 -2.2334  0.07
58 H 1.6934 1.1619 -2.5389  0.09
59 H 0.4568 -0.1003 -2.4482  0.07
60 H 1.8531 -0.2933 -3.5258  0.08

Atoms 1-2, force components in eV/Å:
-0.317 -0.016 -0.053
0.248 0.073 0.020

=====

(2)
Entry from OMol25: an isolated molecule of C20H31N7O2 (the ωB97M-V functional and the def2-TZVPD basis).

Output
**Total charge**: 0
**Structure (SMILES)**: CCN(CC)c1nc(OCCNC(=O)Nc2ccccc2)nc(N(CC)CC)n1
**Gap between HOMO and LUMO**: 9.03 eV

Each line ends with the Löwdin charge.
CARTESIAN COORDINATES (ANGSTROEM)
1 C 2.2818 -3.2911 0.1016  -0.07
2 C 2.6959 -2.0071 -0.6134  -0.21
3 N 1.7523 -1.5938 -1.6297  -0.08
4 C 2.0540 -1.8198 -3.0238  -0.22
5 C 1.9904 -3.2933 -3.4188  -0.07
6 C 0.5734 -1.0675 -1.2564  -0.36
7 N -0.2811 -0.6895 -2.2234  0.20
8 C -1.4133 -0.1743 -1.7772  -0.43
9 O -2.2856 0.1670 -2.7393  0.00
10 C -3.3104 1.0739 -2.3594  -0.15
11 C -2.8355 2.5240 -2.6110  -0.14
12 N -1.4346 2.6765 -2.2878  0.07
13 C -1.0536 2.7708 -0.9689  -0.55
14 O -1.8058 3.1432 -0.0965  0.06
15 N 0.2810 2.4794 -0.7902  0.15
16 C 0.9829 2.3746 0.4106  -0.23
17 C 0.5011 2.8801 1.6138  -0.02
18 C 1.2538 2.7421 2.7655  -0.09
19 C 2.4847 2.1090 2.7384  -0.11
20 C 2.9677 1.6118 1.5396  -0.10
21 C 2.2260 1.7450 0.3826  -0.05
22 N -1.7357 0.0250 -0.5157  0.20
23 C -0.8030 -0.3446 0.3769  -0.34
24 N -1.0605 -0.1105 1.6674  -0.05
25 C -2.2903 0.5560 2.0430  -0.20
26 C -3.5061 -0.3654 1.9764  -0.07
27 C -0.1170 -0.5115 2.6829  -0.21
28 C -0.5286 -1.8000 3.3925  -0.07
29 N 0.3563 -0.9156 0.0471  0.19
30 H 1.3235 -3.1337 0.5871  0.06
31 H 2.1917 -4.1187 -0.5964  0.06
32 H 3.0211 -3.5465 0.8566  0.07
33 H 3.6671 -2.1363 -1.0970  0.12
34 H 2.7670 -1.2049 0.1272  0.10
35 H 1.3153 -1.2583 -3.5975  0.10
36 H 3.0545 -1.4229 -3.2338  0.12
37 H 2.1439 -3.3908 -4.4905  0.07
38 H 2.7570 -3.8706 -2.9077  0.06
39 H 1.0144 -3.7008 -3.1690  0.08
40 H -3.5387 0.9322 -1.3008  0.11
41 H -4.1805 0.8393 -2.9746  0.13
42 H -2.9637 2.7914 -3.6616  0.12
43 H -3.4033 3.2090 -1.9802  0.12
44 H -0.8233 2.1653 -2.9096  0.13
45 H 0.7716 2.0960 -1.5870  0.14
46 H -0.4573 3.3697 1.6369  0.10
47 H 0.8733 3.1408 3.6948  0.11
48 H 3.0656 2.0050 3.6426  0.10
49 H 3.9288 1.1192 1.5045  0.10
50 H 2.6045 1.3563 -0.5535  0.11
51 H -2.4409 1.4003 1.3649  0.10
52 H -2.1601 0.9381 3.0575  0.12
53 H -3.6168 -0.7475 0.9657  0.06
54 H -4.4018 0.1904 2.2411  0.07
55 H -3.4012 -1.2065 2.6573  0.06
56 H -0.0202 0.3021 3.4082  0.11
57 H 0.8436 -0.6550 2.1861  0.10
58 H -1.4479 -1.6585 3.9552  0.06
59 H 0.2541 -2.1056 4.0820  0.07
60 H -0.6817 -2.5928 2.6648  0.07

Atoms 1-2, force components in eV/Å:
0.101 0.162 -0.103
0.049 -0.164 0.362

=====

(3)
Entry from OMol25: a structure of composition C20H31S4Sc in a non-equilibrium geometry (the ωB97M-V functional and the def2-TZVPD basis).

Output
**Total charge**: +2
**Gap between HOMO and LUMO**: 7.36 eV

Each line ends with the Löwdin charge.
CARTESIAN COORDINATES (ANGSTROEM)
1 Sc -0.6382 -0.7053 0.7171  0.63
2 C 2.0597 -2.0000 -1.3846  -0.52
3 C 1.0032 -2.9712 -1.8018  -0.46
4 S -0.4823 -3.0751 -0.7368  0.91
5 C 0.0472 -4.1639 0.6249  -0.49
6 C 1.1643 -3.6743 1.4462  -0.49
7 S 0.6252 -2.3484 2.5829  0.91
8 C 2.3023 -1.5765 2.6865  -0.45
9 C 2.2187 -0.1412 3.1632  -0.48
10 S 1.0888 0.9135 2.2102  0.92
11 C 2.1753 1.5149 0.8736  -0.46
12 C 2.6850 0.4496 -0.0628  -0.41
13 S 1.4247 -0.3343 -1.1713  0.95
14 H 2.7974 -1.9215 -2.2151  0.11
15 H 2.6571 -2.3596 -0.5192  0.07
16 H 1.4075 -3.9822 -1.8711  0.11
17 H 0.6137 -2.6334 -2.7848  0.11
18 H 0.1850 -5.1471 0.1614  0.11
19 H -0.8521 -4.2289 1.2487  0.08
20 H 2.0321 -3.3754 0.8694  0.06
21 H 1.4517 -4.4548 2.1788  0.11
22 H 2.7857 -1.6623 1.6832  0.06
23 H 2.8252 -2.1983 3.4400  0.11
24 H 3.2066 0.2791 3.2130  0.10
25 H 1.8276 -0.0954 4.1699  0.09
26 H 3.0084 2.0574 1.3574  0.11
27 H 1.5522 2.2071 0.3024  0.06
28 H 3.1726 -0.3095 0.5466  0.06
29 H 3.4017 0.8540 -0.7893  0.10
30 C -3.7212 0.8538 0.5701  -0.01
31 C -3.7539 -0.3606 -0.1545  -0.03
32 C -3.3146 -1.5405 0.4663  -0.11
33 C -2.7716 -1.4968 1.7794  -0.17
34 C -2.5649 -0.2209 2.3962  -0.14
35 C -3.0280 0.9634 1.7980  -0.03
36 H -4.1850 1.7451 0.1407  0.13
37 H -4.1936 -0.3807 -1.1668  0.14
38 H -3.3687 -2.4985 -0.0367  0.11
39 H -2.6231 -2.3952 2.3738  0.12
40 H -2.0917 -0.1825 3.3516  0.11
41 H -2.8959 1.9281 2.2755  0.14
42 C -1.6104 2.6891 -3.2141  -0.03
43 C -0.5774 3.1843 -2.1619  -0.61
44 C 0.8546 3.3655 -2.7272  -0.02
45 C -1.1253 4.4074 -1.4009  -0.03
46 C -0.5755 2.0736 -1.2459  -0.15
47 C -0.5239 1.0240 -0.5622  -0.25
48 H -1.8245 3.4619 -3.9753  0.10
49 H -2.5835 2.4566 -2.7022  0.09
50 H -1.2220 1.7861 -3.7194  0.09
51 H 1.0047 4.1305 -3.4916  0.09
52 H 1.1842 2.4023 -3.1776  0.09
53 H 1.6026 3.5931 -1.9652  0.08
54 H -1.2358 5.3114 -2.0103  0.10
55 H -0.4727 4.6702 -0.5565  0.09
56 H -2.1293 4.1121 -1.0217  0.09

Atoms 1-2, force components in eV/Å:
0.730 1.197 -1.450
2.589 -0.023 -0.087

=====

One value per record, in order, for energy: -45673.6276, -35771.6552, -85269.7499 eV.
One value per record, in order, for energy above the lowest of the compared OMol25 structures with the same formula, charge and spin: 0.75, 0.00, 0.00 kcal per mole.
One value per record, in order, for HOMO level: -0.29766, -0.30330, -0.52147 Eh.